1.
38
Properties=species:S:1:pos:R:3:mulliken_charge:R:1 method="wB97M-V/def2-TZVPD" gap_ha=0.14619 energy_ha=-2511.65857 homo_energy_ev=-6.53 charge=0 de_lowest_kcal_mol=0.0
C -3.6715 -0.4965 -2.7910 -0.400
C -2.9631 -1.7031 -2.8447 -0.651
C -1.5739 -1.6975 -2.8008 -0.577
C -0.8809 -0.4787 -2.6598 0.993
C 0.5657 -0.4654 -2.4880 0.492
S 1.4761 0.9900 -2.6160 0.068
C 3.0989 0.2166 -2.9690 -0.575
C 3.1391 -1.2102 -2.4382 -0.517
S 1.4577 -1.9311 -2.3677 0.005
C -1.5975 0.7327 -2.6590 -0.409
C -2.9850 0.7196 -2.7106 -0.648
H -4.7601 -0.5030 -2.8044 0.392
H -3.4945 -2.6523 -2.9038 0.393
H -1.0118 -2.6302 -2.8607 0.294
H 3.2576 0.2382 -4.0555 0.360
H 3.8464 0.8553 -2.4842 0.398
H 3.7086 -1.8731 -3.1024 0.459
H 3.5645 -1.2521 -1.4260 0.319
H -1.0557 1.6743 -2.5798 0.198
H -3.5235 1.6653 -2.6691 0.389
C -0.7079 1.5161 5.1635 -0.566
C -1.1376 1.5470 3.8362 -0.660
C -0.3847 0.9056 2.8545 0.247
C 0.7836 0.2491 3.1939 0.209
C 1.2251 0.2135 4.5142 -0.666
C 0.4743 0.8472 5.5037 -0.495
S 1.6171 -0.5652 1.8240 1.180
O 2.8319 0.1569 1.5077 -0.668
O 1.6653 -1.9802 2.1187 -0.686
C 0.4229 -0.2321 0.6743 0.153
S -0.8309 0.8094 1.1119 1.385
O -2.1083 0.1348 1.0164 -0.692
O -0.6559 2.1089 0.4988 -0.669
H -1.2964 2.0098 5.9376 0.365
H -2.0571 2.0528 3.5505 0.409
H 2.1428 -0.3203 4.7514 0.402
H 0.8087 0.8148 6.5411 0.365
H 0.6099 -0.4671 -0.3677 -0.599



2.
40
Properties=species:S:1:pos:R:3:mulliken_charge:R:1 method="wB97M-V/def2-TZVPD" gap_ha=0.35844 energy_ha=-1245.44089 smiles="C#CC[C@]1(CC=O)OC(=O)O[C@]1(OC(=O)c1ccccc1)B(O)OC" homo_energy_ev=-9.88 charge=0 de_lowest_kcal_mol=0.0
C 0.7968 3.9634 3.2965 -0.063
C 0.0559 3.6056 2.4179 -0.585
C -0.8396 2.9748 1.3556 -0.494
C 0.0164 1.8380 0.6878 0.864
C 0.3267 0.7975 1.8108 -0.977
C 1.8194 0.8069 2.2440 -0.271
O 2.2461 -0.0827 2.9371 -0.519
O 1.1501 2.5990 0.1682 -0.428
C 0.7509 3.0841 -1.0729 0.473
O 1.3586 3.7994 -1.7801 -0.505
O -0.5396 2.5532 -1.3638 -0.496
C -0.4636 1.2833 -0.7101 0.671
O 0.7371 0.6635 -1.2123 -0.279
C 0.4916 -0.3052 -2.1890 0.092
O 0.0674 -0.0885 -3.2804 -0.518
C 0.8602 -1.7364 -1.7881 0.512
C 0.7717 -2.8247 -2.6942 -0.562
C 1.1017 -4.1196 -2.2392 -0.438
C 1.5224 -4.3930 -0.9138 -0.441
C 1.6539 -3.3035 -0.0157 -0.555
C 1.3209 -2.0140 -0.4776 0.020
B -1.8336 0.4357 -0.6840 0.505
O -2.5554 0.0684 -1.8321 -0.492
O -2.3677 0.0734 0.5394 -0.411
C -3.1027 -1.1710 0.4974 -0.730
H 1.6736 4.1904 3.8912 0.408
H -1.6984 2.5364 1.9009 0.411
H -1.1169 3.7957 0.6717 0.421
H 0.0330 -0.2183 1.4718 0.364
H -0.3121 0.9999 2.6945 0.647
H 2.5201 1.6288 1.9612 0.427
H 0.4526 -2.6741 -3.7352 0.445
H 1.0315 -4.9771 -2.9263 0.352
H 1.7536 -5.3985 -0.5387 0.380
H 1.9818 -3.4546 1.0247 0.430
H 1.4296 -1.1805 0.2270 0.203
H -3.2357 0.7594 -1.9144 0.308
H -4.0854 -1.0791 -0.0034 0.277
H -2.4522 -1.9378 0.0371 0.318
H -3.3208 -1.4982 1.5364 0.235



3.
33
Properties=species:S:1:pos:R:3:lowdin_spin:R:1 method="wB97M-V/def2-TZVPD" gap_ha="0.20856 / 0.21656" energy_ha=-3296.71445 spin_multiplicity=6 s_squared=8.80 homo_energy_ev="-5.17 / -8.13" charge=0 de_lowest_kcal_mol=2.3
C -0.7009 -1.3397 -2.1881 0.207
C -1.3428 -2.4198 -1.4731 0.079
C -2.5675 -1.9100 -0.8373 0.107
H -1.0522 -3.4647 -1.4962 0.004
C -2.5093 -0.4885 -0.9347 0.115
C -1.3606 -0.1483 -1.7744 0.200
H -1.1760 0.8134 -2.2342 0.014
H 0.0367 -1.4815 -3.0146 0.013
H -3.3607 -2.4972 -0.3612 0.009
H -3.1029 0.2134 -0.3508 0.011
Ir -0.8588 -1.0993 0.2023 2.303
Br 1.0292 -2.4949 0.6321 0.547
C 3.0764 0.9932 -1.1106 0.219
C 2.2775 1.8597 -1.8919 0.067
C 2.0519 1.2090 -3.1496 0.360
H 1.6154 2.6416 -1.5085 -0.002
C 2.7380 -0.0439 -3.1535 0.015
C 3.5335 -0.0778 -1.9564 0.298
H 4.1947 -0.8545 -1.5845 0.016
H 3.1111 1.0465 -0.0300 0.008
H 1.6446 1.6956 -4.0248 0.018
H 2.6995 -0.8483 -3.9203 -0.005
C -0.9947 1.2577 4.4088 0.073
C -2.0388 0.4925 3.8630 -0.003
C -1.9616 -0.0207 2.5658 0.106
C -0.7751 0.0379 1.8343 0.123
C 0.2773 0.8639 2.3062 0.083
C 0.1362 1.4964 3.5793 -0.005
H -1.0175 1.6670 5.4427 0.004
H -2.8810 0.2373 4.5075 -0.001
H -2.7882 -0.5731 2.1353 0.013
H 1.1316 1.0353 1.6163 0.005
H 0.9349 2.2016 3.9012 -0.001



4.
39
Properties=species:S:1:pos:R:3:lowdin_spin:R:1 method="wB97M-V/def2-TZVPD" gap_ha="0.22296 / 0.15587" energy_ha=-4294.26218 spin_multiplicity=5 s_squared=6.04 homo_energy_ev="-17.30 / -17.29" charge=+3
Ru 0.1769 -0.5961 0.4208 2.199
Cl -0.8038 -1.8036 2.1381 0.052
C 0.3395 -1.1157 3.3608 0.000
Cl 1.3372 0.0495 2.4205 0.050
H 0.9641 -1.9027 3.7627 0.000
H -0.2204 -0.5971 4.1278 0.001
O 1.6557 1.5279 -2.7189 0.082
C 1.0461 1.5751 -1.6868 0.027
O 1.1513 0.6738 -0.7166 0.135
C 0.1618 2.7984 -1.5138 0.240
C 0.6657 4.0257 -2.1224 0.182
C -0.0408 5.1995 -2.0247 0.007
C -1.2818 5.1730 -1.4030 0.229
C -1.7905 3.9526 -0.7898 0.231
C -1.0737 2.7827 -0.8741 0.012
H 1.6085 3.9902 -2.6554 0.005
H 0.3463 6.1133 -2.4528 -0.003
H -1.8994 6.0635 -1.3935 0.008
H -2.7333 3.9842 -0.2576 0.009
H -1.4656 1.8879 -0.4463 0.002
C 2.9383 -1.5069 -2.6059 0.007
N 1.7211 -1.3835 -3.4133 0.006
C 0.4733 -1.5724 -3.0170 0.051
Se -0.1410 -2.2072 -1.3364 0.436
N -0.3586 -1.3368 -4.0384 0.012
C 0.3822 -0.9719 -5.1576 0.003
C 0.0091 -0.6285 -6.4525 0.000
C 1.0319 -0.2978 -7.3019 0.002
C 2.3810 -0.3002 -6.8834 0.001
C 2.7459 -0.6502 -5.6085 0.001
C 1.7101 -0.9911 -4.7493 0.002
H 2.6958 -1.8972 -1.6244 0.006
H 3.4065 -0.5311 -2.5060 0.000
H 3.6281 -2.1870 -3.0974 0.000
H -1.3574 -1.4760 -4.0177 0.003
H -1.0237 -0.6274 -6.7785 0.000
H 0.7992 -0.0304 -8.3230 0.000
H 3.1484 -0.0177 -7.5917 0.000
H 3.7827 -0.6582 -5.2974 0.000



5.
37
Properties=species:S:1:pos:R:3:mulliken_charge:R:1 method="wB97M-V/def2-TZVPD" gap_ha=0.35858 energy_ha=-1827.19619 smiles="CC(C)[C@@H](c1cc(F)ccc1F)S(=O)(=O)c1ccc(Cl)cc1" homo_energy_ev=-9.63 charge=0 de_lowest_kcal_mol=37.9
C -1.8074 -2.4169 -1.6097 -1.362
C -2.1936 -1.1495 -0.7593 -0.228
C -3.1816 -1.7160 0.3123 -1.416
C -1.0733 -0.2617 -0.2382 -0.006
C -0.0049 -1.0702 0.5024 -0.312
C 0.9750 -1.8760 -0.1716 -0.554
C 1.9767 -2.4718 0.4666 0.241
F 2.9720 -3.2175 -0.1400 -0.323
C 1.9795 -2.5324 1.9314 -0.604
C 0.9981 -1.6981 2.6026 -0.383
C 0.1298 -0.9115 1.8899 0.672
F -0.6030 -0.0563 2.6521 -0.326
S -0.5685 0.9064 -1.5198 1.652
O 0.2173 0.1323 -2.5169 -0.716
O -1.7161 1.5366 -2.1821 -0.696
C 0.5522 2.1674 -0.8042 -0.186
C 1.9234 1.9320 -0.4235 -0.219
C 2.7872 2.9016 0.0532 -0.880
C 2.1732 4.0911 0.3496 0.512
Cl 3.2275 5.3953 0.9132 -0.215
C 0.9284 4.3960 0.0882 -0.792
C 0.0471 3.4441 -0.5433 -0.082
H -1.4337 -2.1251 -2.6389 0.239
H -2.7443 -2.8872 -1.8846 0.551
H -1.0921 -3.0211 -0.9464 0.265
H -2.7488 -0.5754 -1.4763 0.567
H -3.6638 -0.8264 0.7309 0.357
H -2.5885 -2.2137 1.0919 0.274
H -3.9608 -2.2901 -0.0949 0.484
H -1.6131 0.3491 0.5811 0.409
H 1.0021 -1.9333 -1.2168 0.633
H 2.6724 -3.1443 2.4840 0.472
H 0.9247 -1.5837 3.7183 0.366
H 2.1558 0.9211 -0.7607 0.405
H 3.8608 2.6795 0.1620 0.392
H 0.4731 5.3160 0.2908 0.475
H -0.9830 3.8094 -0.8938 0.335



6.
36
Properties=species:S:1:pos:R:3:mulliken_charge:R:1 method="wB97M-V/def2-TZVPD" gap_ha=0.35870 energy_ha=-1338.94930 smiles="C[C@H](NC(=O)NC(=O)c1ccc(Cl)cc1)c1ccccc1" homo_energy_ev=-9.38 charge=0 de_lowest_kcal_mol=0.0
C -1.9616 -3.3419 -0.1439 -1.591
C -1.4690 -1.9809 0.3415 -0.421
N -1.8114 -0.9120 -0.5991 0.052
C -1.6024 -0.9151 -1.9315 0.232
O -1.3292 -1.8661 -2.6220 -0.624
N -1.8397 0.3434 -2.5357 -0.009
C -1.5953 1.6155 -2.0798 0.149
O -2.0510 2.5840 -2.6411 -0.618
C -0.6868 1.7166 -0.8976 -0.498
C -1.0160 2.5504 0.1667 -0.218
C -0.1644 2.6704 1.2490 -0.768
C 1.0369 1.9768 1.2474 0.426
Cl 2.0988 2.1077 2.5980 -0.207
C 1.4004 1.1806 0.1715 -0.882
C 0.5334 1.0451 -0.8948 0.430
C 0.0157 -1.9786 0.6393 0.731
C 0.9411 -2.3349 -0.3343 -0.042
C 2.2948 -2.3227 -0.0483 -0.759
C 2.7400 -1.9569 1.2112 -0.559
C 1.8244 -1.5953 2.1840 -0.543
C 0.4709 -1.6024 1.8962 -0.550
H -3.0408 -3.3200 -0.2741 0.406
H -1.5058 -3.6018 -1.0927 0.329
H -1.7080 -4.0981 0.5945 0.417
H -2.0046 -1.7292 1.2648 0.548
H -2.0012 -0.0174 -0.1748 0.298
H -2.1992 0.2873 -3.4819 0.280
H -1.9475 3.0957 0.1414 0.447
H -0.4240 3.3006 2.0849 0.457
H 2.3467 0.6647 0.1750 0.612
H 0.8111 0.4229 -1.7321 0.461
H 0.6018 -2.6189 -1.3180 0.416
H 3.0053 -2.6038 -0.8118 0.394
H 3.7970 -1.9526 1.4336 0.408
H 2.1634 -1.3045 3.1671 0.435
H -0.2394 -1.3183 2.6603 0.362